Record 1
72
Properties=species:S:1:pos:R:3:forces:R:3:mulliken_spin:R:1 method="wB97M-V/def2-TZVPD" e_above_lowest_kj_mol=17.62 mol_weight_g_mol=768.10 multiplicity=6 homo_lumo_gap_ev="7.25 / 7.25" lumo_ha="-0.0975 / -0.0972" total_charge=+1 homo_ev="-9.90 / -9.90" energy_ha=-3457.072130
Sm 0.781447 -0.382341 0.537893 -1.6 -3.3 0.8 5.083
N 2.821732 -3.314065 3.508778 0.2 0.1 -0.4 0.000
C 1.798502 -3.032308 4.383387 -0.7 0.6 0.1 0.000
C 1.439914 -3.551136 5.619428 0.0 0.0 0.0 0.000
C 0.313630 -3.021727 6.215328 0.1 -0.1 0.0 0.000
C -0.441621 -2.014411 5.605080 -0.1 0.1 0.0 0.000
C -0.096895 -1.500471 4.375210 0.1 -0.1 -0.1 0.000
C 1.043885 -2.014066 3.760442 0.1 -0.5 0.6 0.001
N 1.612847 -1.707860 2.545393 0.7 -0.4 -0.4 -0.001
C 2.657649 -2.508725 2.424691 -0.4 0.2 0.4 0.006
C 3.476176 -2.510502 1.231843 1.0 -0.5 -0.4 -0.007
C 4.691110 -3.110927 1.023503 -0.4 0.3 0.0 0.000
S 5.240694 -2.820975 -0.569111 -0.6 0.2 0.2 0.000
C 3.807398 -1.915260 -0.862868 0.4 -0.2 -0.1 0.001
N 2.995204 -1.834204 0.139982 -0.4 0.3 0.2 -0.003
H 3.530871 -4.017075 3.636624 0.0 0.0 -0.1 0.000
H 2.008390 -4.337255 6.089392 0.1 -0.1 0.1 0.000
H -0.002788 -3.399426 7.174325 0.0 -0.1 0.1 0.000
H -1.316876 -1.640705 6.114176 -0.1 0.0 0.0 0.000
H -0.698254 -0.759766 3.869075 -0.1 0.0 0.1 0.000
H 5.285603 -3.676974 1.710691 0.1 -0.1 0.2 0.000
H 3.620041 -1.442550 -1.811713 0.0 0.1 -0.1 0.000
O 2.110105 1.166672 0.181496 2.5 3.1 -1.0 -0.004
C 1.938439 0.899156 -1.049224 -0.5 0.5 0.2 -0.023
C 1.749506 2.027509 -1.993423 0.2 -0.1 -0.5 -0.008
C 2.751605 2.811016 -2.552539 0.0 -0.1 0.3 -0.004
C 2.427105 3.776861 -3.486342 0.0 0.1 0.0 0.000
C 1.110534 3.946646 -3.892617 0.0 0.1 -0.1 -0.001
C 0.104732 3.154010 -3.365777 0.1 0.0 0.2 0.002
C 0.416736 2.192987 -2.410316 0.3 -0.3 0.2 -0.006
P -0.781998 1.165591 -1.497237 -0.5 1.0 0.0 -0.020
C -2.262728 1.282871 -2.556895 0.2 -0.5 0.1 0.001
C -3.439129 1.947600 -2.232756 0.2 0.0 0.1 0.000
C -4.504018 1.920795 -3.118940 -0.1 0.0 0.0 0.000
C -4.402171 1.227551 -4.314337 0.0 0.0 0.0 0.000
C -3.229205 0.561925 -4.639743 0.0 0.0 -0.1 0.000
C -2.165922 0.581654 -3.759061 0.0 0.1 0.1 -0.001
C -1.193469 2.292759 -0.092839 0.0 -0.3 0.0 0.007
C -0.876169 3.648019 -0.053209 0.1 -0.1 0.0 0.002
C -1.245384 4.416649 1.037462 0.1 0.1 0.0 0.000
C -1.934624 3.850977 2.096803 -0.1 -0.2 0.0 0.001
C -2.251125 2.500667 2.068607 -0.1 0.1 0.0 0.001
C -1.876965 1.719802 0.984921 -0.3 0.0 -0.3 0.000
H 3.775289 2.657312 -2.245776 0.1 0.1 0.0 0.000
H 3.207285 4.406418 -3.892047 0.0 0.0 -0.1 0.000
H 0.867791 4.706950 -4.618870 0.0 0.0 -0.1 0.000
H -0.917239 3.284970 -3.692161 -0.1 0.0 0.0 0.000
H -3.517072 2.489176 -1.300148 0.0 0.0 0.0 0.000
H -5.418476 2.441431 -2.871055 0.0 0.0 0.0 0.000
H -5.239438 1.205126 -4.995022 -0.1 0.0 -0.1 0.000
H -3.150692 0.023133 -5.573167 0.0 0.0 0.0 0.000
H -1.243007 0.063997 -3.995139 0.0 -0.1 -0.1 0.000
H -0.353459 4.103610 -0.881268 0.1 0.1 0.0 0.000
H -1.006511 5.468440 1.056398 0.0 0.1 0.0 0.000
H -2.241825 4.463700 2.930118 0.0 0.1 0.1 0.000
H -2.808667 2.060092 2.881306 -0.1 -0.1 0.1 0.000
H -2.175421 0.671938 0.936350 0.1 0.2 0.1 -0.007
S -1.476329 -1.818791 1.089636 -0.9 0.1 0.9 -0.011
C -1.083703 -2.578204 -0.396313 0.4 -0.1 -0.4 0.002
C -1.907919 -3.575272 -0.939686 0.1 0.0 -0.1 -0.001
C -1.544978 -4.180146 -2.117283 0.2 0.2 0.1 0.001
C -0.366689 -3.775182 -2.749234 0.0 0.1 0.1 -0.001
C 0.382763 -2.779929 -2.162550 0.2 0.0 -0.1 0.000
N 0.059982 -2.181635 -1.007753 -0.7 -0.7 -0.2 -0.012
H -2.802020 -3.844003 -0.402075 -0.1 0.0 0.0 0.000
H -2.154605 -4.959974 -2.546615 -0.1 -0.1 0.0 0.000
H -0.047661 -4.235815 -3.669043 0.1 0.0 -0.1 0.000
H 1.298636 -2.430236 -2.626197 0.0 0.0 0.0 0.000
N 0.683592 1.237023 2.715745 0.0 0.1 0.2 0.000
H -0.209391 1.477393 3.149198 0.3 0.0 -0.2 0.000
H 1.083913 2.114724 2.381673 -0.1 -0.1 0.0 0.000
H 1.291338 0.904770 3.465395 -0.1 0.1 -0.2 0.001

Record 2
11
Properties=species:S:1:pos:R:3:forces:R:3:nbo_charge:R:1 method="wB97M-V/def2-TZVPD" e_above_lowest_kj_mol=301.63 mol_weight_g_mol=133.04 homo_lumo_gap_ev="8.92 / 8.49" lumo_ha="0.0113 / 0.0046" total_charge=0 homo_ev="-8.62 / -8.37" energy_ha=-607.376297
C -0.450078 -1.721107 -0.036929 2.8 1.3 -0.6 0.880
C 1.777402 -0.491822 0.006878 -2.6 -1.7 -0.2 0.730
N -1.237827 -0.727561 -0.579848 -0.8 -1.9 1.5 -0.829
O 1.312017 0.798797 -0.131714 -0.3 -1.8 0.0 -0.750
F -0.719301 -2.044549 1.185008 -0.3 -0.1 0.9 -0.298
F -0.218367 -2.814439 -0.745708 -0.2 0.5 -0.2 -0.303
F 2.655698 -0.881214 -0.965658 -0.4 0.6 0.2 -0.361
F 2.410544 -0.742570 1.171847 -0.1 0.6 0.0 -0.354
H -1.531199 -0.113512 0.165080 -0.1 0.2 0.0 0.399
H -0.667949 -0.268377 -1.213751 0.8 1.5 -1.7 0.403
H 1.989733 1.453713 -0.032154 1.0 0.7 0.1 0.482